Formula: C60H174N10O32
Source: OMol25
Level of theory: wB97M-V/def2-TZVPD

Each atom is followed by the atoms it is bonded to, with distances in Å.
Geometry (Å):
1 H -0.431 3.299 -0.686  O231 0.973
2 O -5.781 -1.212 1.220  C40 1.402, C155 1.405
3 H -0.782 -5.220 -3.930  C220 1.111
4 C -6.500 3.811 -7.957  H15 1.112, O18 1.443, C171 1.538, H173 1.094
5 C -2.169 1.304 -1.886  H16 1.126, O158 1.425, H215 1.085, H228 1.092
6 H 4.711 3.038 -0.949  O195 0.973
7 C 3.068 0.538 1.546  O22 1.442, C80 1.533, H261 1.093, H262 1.081
8 H -5.476 7.180 5.096  C243 1.082
9 H -6.243 0.271 4.069  C113 1.100
10 C 0.083 -0.597 7.732  H107 1.075, H117 1.101, C124 1.516, N208 1.453
11 C 1.138 4.301 -4.352  O52 1.432, H67 1.094, H196 1.129, C241 1.503
12 N 0.710 0.598 0.803  H28 1.014, C80 1.474, C183 1.454
13 H -1.125 -8.202 -2.345  C189 1.082
14 H 3.962 -5.037 0.907  N27 1.012
15 H -7.129 4.725 -7.892  C4 1.112
16 H -2.202 0.577 -2.745  C5 1.126
17 H -0.350 -6.533 -2.371  C189 1.096
18 O -6.105 3.523 -9.315  C4 1.443, C190 1.430
19 H 13.466 -2.284 0.024  C54 1.076
20 H -4.384 4.309 5.320  C274 1.098
21 C -3.866 4.345 2.570  H143 1.095, C159 1.518, H175 1.139, N200 1.475
22 O 4.204 1.324 1.959  C7 1.442, C236 1.447
23 H 6.473 -3.669 1.325  C39 1.113
24 H -3.494 -5.592 -2.746  N232 1.043
25 H 0.701 -5.480 1.090  C71 1.101
26 H 6.163 -6.502 -2.758  C226 1.100
27 N 4.516 -4.212 1.096  H14 1.012, C39 1.423, C78 1.475
28 H -0.015 1.286 0.631  N12 1.014
29 H -1.193 4.088 -3.427  C249 1.104
30 H 2.211 -2.986 7.092  C245 1.067
31 H -2.325 -8.202 -0.179  C133 1.108
32 O 5.436 -5.421 -1.226  C157 1.364, C226 1.402
33 H 0.157 0.398 9.666  C124 1.079
34 O 3.881 -0.359 -2.284  H69 0.951, H166 0.945
35 C -5.281 4.088 -3.242  H86 1.094, O87 1.444, C122 1.507, H257 1.115
36 H -5.104 -4.076 -2.240  C70 1.101
37 O -5.331 4.964 0.686  C137 1.413, C159 1.440
38 H -3.935 5.962 -0.517  C137 1.096
39 C 5.885 -4.442 0.782  H23 1.113, N27 1.423, H72 1.084, C157 1.567
40 C -4.995 -2.046 0.411  O2 1.402, H218 1.092, C221 1.503, H230 1.099
41 O -2.267 -6.422 0.831  C108 1.427, C133 1.400
42 H 1.849 -0.477 -6.606  C59 1.103
43 H 9.872 -0.096 1.699  C44 1.104
44 C 9.825 -0.632 0.734  H43 1.104, H213 1.136, N233 1.461, C259 1.475
45 H 1.204 2.604 -3.061  C241 1.118
46 H -2.395 -5.849 -1.159  C108 1.072
47 H 6.926 0.231 -0.478  C234 1.097
48 H -4.632 3.084 -7.195  C171 1.097
49 H -5.526 1.748 3.144  C113 1.125
50 H 4.827 -1.932 -5.148  C167 1.111
51 H 0.789 -6.706 2.203  C71 1.096
52 O -0.041 3.977 -5.096  C11 1.432, C249 1.420
53 O 0.599 -3.305 -0.722  H149 0.966, H179 0.998
54 C 13.380 -1.219 0.151  H19 1.076, C79 1.532, O96 1.438, H217 1.154
55 O -2.170 2.056 1.383  H64 0.981, H187 0.964
56 C 2.870 -1.158 6.333  O85 1.445, H142 1.110, H244 1.136, C245 1.520
57 H 2.532 1.513 4.408  C256 1.059
58 H 2.719 3.540 -3.174  C241 1.103
59 C 2.483 0.206 -6.017  H42 1.103, H123 1.080, O125 1.442, C240 1.519
60 C -6.539 2.702 -1.685  O87 1.467, H115 1.081, H188 1.073, H199 1.134
61 H -5.451 0.022 -3.437  O81 0.980
62 N -1.765 1.395 4.282  H147 0.993, C148 1.540, C266 1.434
63 H 1.627 -0.717 -0.620  C183 1.080
64 H -1.762 2.932 1.210  O55 0.981
65 H -4.142 6.608 1.063  C137 1.080
66 H 12.153 0.230 1.170  C79 1.109
67 H 1.789 4.791 -5.083  C11 1.094
68 O 4.332 3.890 1.058  H193 0.980, H271 0.928
69 H 4.456 0.384 -2.435  O34 0.951
70 C -4.720 -4.018 -3.271  H36 1.101, H91 1.122, C168 1.513, N232 1.439
71 C 0.964 -5.625 2.149  H25 1.101, H51 1.096, O127 1.418, H204 1.075
72 H 6.206 -5.423 1.111  C39 1.084
73 H 12.579 -1.258 2.109  C79 1.122
74 H -3.666 -5.400 -5.195  C132 1.087
75 H 5.484 -4.854 -3.290  C226 1.115
76 H -5.909 1.927 4.875  C113 1.125
77 C -2.709 -4.178 0.117  H99 1.104, C108 1.504, H242 1.081, N252 1.461
78 C 4.106 -3.767 2.442  N27 1.475, C84 1.534, H106 1.132, H211 1.080
79 C 12.238 -0.874 1.112  C54 1.532, H66 1.109, H73 1.122, N233 1.460
80 C 1.765 1.344 1.511  C7 1.533, N12 1.474, H105 1.106, H135 1.110
81 O -4.727 0.654 -3.627  H61 0.980, H139 0.985
82 H -1.700 -3.472 -2.787  O174 0.972
83 H -4.253 4.418 -9.523  C190 1.084
84 C 2.598 -4.020 2.555  C78 1.534, O127 1.483, H146 1.063, H219 1.045
85 O 2.305 0.006 5.690  C56 1.445, C256 1.378
86 H -5.976 4.931 -3.186  C35 1.094
87 O -5.955 2.830 -3.024  C35 1.444, C60 1.467
88 O 0.417 3.418 3.640  C164 1.424, C263 1.433
89 H 7.270 -4.515 -1.006  C157 1.132
90 H 5.331 0.148 0.856  C236 1.064
91 H -5.532 -4.529 -3.854  C70 1.122
92 O 8.071 -1.481 -0.713  C234 1.436, C259 1.462
93 H 0.069 -7.775 -3.531  C189 1.100
94 C -3.562 -0.114 3.911  O203 1.384, H209 1.089, H235 1.111, C266 1.503
95 O 2.475 5.048 -0.515  H109 0.958, H260 0.975
96 O 13.080 -0.773 -1.183  C54 1.438, C119 1.397
97 H 0.843 5.488 3.850  C164 1.085
98 H -1.317 -1.025 -5.135  O162 0.981
99 H -2.124 -3.691 0.916  C77 1.104
100 H 0.840 4.731 2.174  C164 1.112
101 H 7.767 -0.801 1.279  C259 1.094
102 H 0.586 4.439 -0.143  O231 1.025
103 O -1.810 -7.001 -3.770  C189 1.385, C220 1.368
104 H -0.867 -0.609 -0.891  C126 1.104
105 H 2.003 2.345 1.105  C80 1.106
106 H 4.368 -2.670 2.546  C78 1.132
107 H -0.630 -1.069 7.080  C10 1.075
108 C -2.037 -5.481 -0.217  O41 1.427, H46 1.072, C77 1.504, H210 1.103
109 H 2.782 5.949 -0.628  O95 0.958
110 H 0.963 1.835 -5.877  C240 1.089
111 O -6.722 5.515 5.645  C112 1.416, C243 1.445
112 C -7.816 6.326 6.035  O111 1.416, H144 1.126, H191 1.103, H194 1.157
113 C -5.605 1.167 4.104  H9 1.100, H49 1.125, H76 1.125, O203 1.379
114 H -2.253 -0.160 5.626  C266 1.144
115 H -6.914 3.681 -1.419  C60 1.081
116 H 1.023 0.610 -4.530  C240 1.128
117 H 0.384 0.274 7.130  C10 1.101
118 H 3.659 -1.859 -0.893  O141 0.969
119 C 13.833 -1.495 -2.113  O96 1.397, H120 1.075, H198 1.099, H269 1.105
120 H 13.410 -1.295 -3.080  C119 1.075
121 H -3.327 1.501 8.335  C239 1.087
122 C -4.797 3.889 -4.655  C35 1.507, N254 1.438, H265 1.127, H275 1.126
123 H 3.136 0.660 -6.747  C59 1.080
124 C -0.560 -0.037 8.986  C10 1.516, H33 1.079, O212 1.374, H276 1.107
125 O 3.289 -0.514 -5.063  C59 1.442, C167 1.453
126 C -0.245 0.163 -1.378  H104 1.104, H129 1.083, O158 1.404, C183 1.559
127 O 2.340 -5.477 2.456  C71 1.418, C84 1.483
128 H -7.782 -1.646 -4.353  C165 1.080
129 H -0.049 -0.224 -2.370  C126 1.083
130 H -1.093 3.964 4.968  C263 1.102
131 H -5.301 4.226 -10.944  C190 1.049
132 C -2.879 -4.976 -4.577  H74 1.087, H184 1.094, C220 1.556, N232 1.454
133 C -1.802 -7.733 0.677  H31 1.108, O41 1.400, H176 1.085, H247 1.066
134 H 8.601 -2.336 1.115  C259 1.121
135 H 1.397 1.481 2.550  C80 1.110
136 H -5.024 6.324 6.506  C243 1.084
137 C -4.691 6.147 0.255  O37 1.413, H38 1.096, H65 1.080, H258 1.081
138 H -6.914 0.546 1.372  C155 1.119
139 H -5.151 1.541 -3.690  O81 0.985
140 H -5.364 5.712 2.946  N200 1.006
141 O 3.134 -2.445 -0.327  H118 0.969, H264 0.999
142 H 3.399 -1.807 5.603  C56 1.110
143 H -3.435 3.457 3.045  C21 1.095
144 H -8.715 5.656 6.140  C112 1.126
145 H 1.765 -1.246 8.789  N208 1.030
146 H 2.142 -3.594 1.694  C84 1.063
147 H -2.516 1.999 4.520  N62 0.993
148 C -0.559 1.850 5.124  N62 1.540, H169 1.081, H172 1.103, C263 1.455
149 H 0.243 -2.991 0.120  O53 0.966
150 H -3.120 -0.104 7.631  C239 1.125
151 O 0.202 -1.956 1.760  H202 0.974, H229 0.988
152 H -3.047 0.022 9.427  C239 1.106
153 H 3.548 -2.112 -6.385  C167 1.105
154 H -1.472 -0.669 4.084  C266 1.093
155 C -6.172 0.035 0.707  O2 1.405, H138 1.119, H170 1.094, H272 1.118
156 H 11.126 -1.816 -0.302  N233 1.012
157 C 6.175 -4.375 -0.756  O32 1.364, C39 1.567, H89 1.132, H178 1.106
158 O -0.842 1.434 -1.383  C5 1.425, C126 1.404
159 C -4.490 3.938 1.247  C21 1.518, O37 1.440, H163 1.070, H197 1.099
160 H -4.732 4.857 -6.912  C171 1.136
161 H -0.444 -2.788 -2.043  O174 0.948
162 O -0.397 -1.337 -5.277  H98 0.981, H255 0.996
163 H -3.737 3.727 0.518  C159 1.070
164 C 0.379 4.767 3.185  O88 1.424, H97 1.085, H100 1.112, H224 1.099
165 C -6.863 -2.137 -4.634  H128 1.080, O223 1.398, H227 1.126, H238 1.127
166 H 3.249 -0.437 -2.982  O34 0.945
167 C 4.165 -1.373 -5.842  H50 1.111, O125 1.453, H153 1.105, H250 1.079
168 C -4.715 -2.605 -3.812  C70 1.513, H185 1.116, H216 1.102, O223 1.423
169 H 0.184 1.124 4.823  C148 1.081
170 H -6.676 -0.048 -0.260  C155 1.094
171 C -5.333 3.894 -6.959  C4 1.538, H48 1.097, H160 1.136, N254 1.457
172 H -0.780 1.672 6.190  C148 1.103
173 H -7.142 2.966 -7.692  C4 1.094
174 O -0.995 -2.803 -2.814  H82 0.972, H161 0.948
175 H -2.965 5.008 2.360  C21 1.139
176 H -0.726 -7.801 0.552  C133 1.085
177 H 3.370 1.892 -4.309  N246 1.012
178 H 5.854 -3.388 -1.138  C157 1.106
179 H 1.583 -3.144 -0.679  O53 0.998
180 H 4.419 -6.186 -2.802  C226 1.110
181 H -5.786 -3.798 1.359  C221 1.070
182 H 8.195 0.389 -1.645  C234 1.074
183 C 1.075 0.209 -0.550  N12 1.454, H63 1.080, C126 1.559, H253 1.095
184 H -2.464 -4.015 -4.892  C132 1.094
185 H -4.401 -2.610 -4.883  C168 1.116
186 H 6.314 1.299 1.653  C236 1.087
187 H -1.887 1.861 2.284  O55 0.964
188 H -7.288 1.945 -1.820  C60 1.073
189 C -0.767 -7.372 -2.939  H13 1.082, H17 1.096, H93 1.100, O103 1.385
190 C -5.254 4.494 -9.931  O18 1.430, H83 1.084, H131 1.049, H267 1.106
191 H -8.055 7.015 5.207  C112 1.103
192 H -1.969 3.658 -4.949  C249 1.076
193 H 4.161 2.975 1.364  O68 0.980
194 H -7.581 6.915 7.003  C112 1.157
195 O 4.442 2.187 -1.335  H6 0.973, H214 0.970
196 H 0.872 5.020 -3.524  C11 1.129
197 H -5.127 3.047 1.334  C159 1.099
198 H 14.920 -1.332 -2.098  C119 1.099
199 H -5.768 2.444 -0.895  C60 1.134
200 N -4.840 5.017 3.451  C21 1.475, H140 1.006, C274 1.415
201 H -1.239 -5.948 -5.469  C220 1.113
202 H -0.714 -1.938 2.089  O151 0.974
203 O -4.337 0.845 4.540  C94 1.384, C113 1.379
204 H 0.392 -5.019 2.828  C71 1.075
205 H -4.416 -3.036 2.171  C221 1.173
206 H 5.653 -0.027 2.597  C236 1.057
207 H 0.985 -2.196 6.121  C245 1.102
208 N 1.122 -1.562 8.048  C10 1.453, H145 1.030, C245 1.412
209 H -3.996 -1.105 4.034  C94 1.089
210 H -0.959 -5.251 -0.268  C108 1.103
211 H 4.662 -4.285 3.209  C78 1.080
212 O -1.415 0.929 8.513  C124 1.374, C239 1.446
213 H 9.831 0.266 0.038  C44 1.136
214 H 3.564 2.014 -0.960  O195 0.970
215 H -2.535 2.263 -2.237  C5 1.085
216 H -3.894 -2.028 -3.358  C168 1.102
217 H 14.389 -0.773 0.487  C54 1.154
218 H -5.440 -2.123 -0.583  C40 1.092
219 H 2.216 -3.641 3.450  C84 1.045
220 C -1.581 -5.818 -4.418  H3 1.111, O103 1.368, C132 1.556, H201 1.113
221 C -4.839 -3.359 1.126  C40 1.503, H181 1.070, H205 1.173, N252 1.422
222 H 0.414 3.573 5.720  C263 1.107
223 O -5.943 -1.917 -3.605  C165 1.398, C168 1.423
224 H -0.666 5.088 3.073  C164 1.099
225 H 3.658 1.525 5.819  C256 1.122
226 C 5.406 -5.721 -2.595  H26 1.100, O32 1.402, H75 1.115, H180 1.110
227 H -6.565 -1.777 -5.659  C165 1.126
228 H -2.752 0.958 -1.030  C5 1.092
229 H 0.380 -0.999 1.591  O151 0.988
230 H -4.003 -1.650 0.157  C40 1.099
231 O -0.356 4.044 -0.066  H1 0.973, H102 1.025
232 N -3.448 -4.691 -3.269  H24 1.043, C70 1.439, C132 1.454
233 N 11.000 -1.495 0.650  C44 1.461, C79 1.460, H156 1.012
234 C 7.465 -0.304 -1.270  H47 1.097, O92 1.436, H182 1.074, H270 1.054
235 H -3.506 0.118 2.826  C94 1.111
236 C 5.465 0.635 1.793  O22 1.447, H90 1.064, H186 1.087, H206 1.057
237 H -4.140 -5.148 1.114  N252 1.024
238 H -7.191 -3.204 -4.789  C165 1.127
239 C -2.813 0.557 8.487  H121 1.087, H150 1.125, H152 1.106, O212 1.446
240 C 1.621 1.213 -5.273  C59 1.519, H110 1.089, H116 1.128, N246 1.468
241 C 1.886 3.133 -3.772  C11 1.503, H45 1.118, H58 1.103, N246 1.430
242 H -2.738 -3.688 -0.847  C77 1.081
243 C -5.447 6.184 5.517  H8 1.082, O111 1.445, H136 1.084, C274 1.549
244 H 3.653 -0.844 7.094  C56 1.136
245 C 1.763 -2.040 6.885  H30 1.067, C56 1.520, H207 1.102, N208 1.412
246 N 2.503 2.237 -4.701  H177 1.012, C240 1.468, C241 1.430
247 H -2.008 -8.237 1.594  C133 1.066
248 H -6.328 2.927 -5.519  N254 1.025
249 C -1.115 3.454 -4.327  H29 1.104, O52 1.420, H192 1.076, H273 1.094
250 H 4.722 -0.771 -6.543  C167 1.079
251 H 3.825 0.392 4.389  C256 1.093
252 N -4.120 -4.377 0.440  C77 1.461, C221 1.422, H237 1.024
253 H 1.801 0.855 -1.055  C183 1.095
254 N -5.874 3.842 -5.608  C122 1.438, C171 1.457, H248 1.025
255 H -0.362 -1.884 -4.446  O162 0.996
256 C 3.123 0.910 5.047  H57 1.059, O85 1.378, H225 1.122, H251 1.093
257 H -4.505 4.082 -2.441  C35 1.115
258 H -5.457 6.822 -0.101  C137 1.081
259 C 8.518 -1.311 0.669  C44 1.475, O92 1.462, H101 1.094, H134 1.121
260 H 3.075 4.609 0.116  O95 0.975
261 H 3.349 0.250 0.530  C7 1.093
262 H 2.949 -0.382 2.102  C7 1.081
263 C -0.253 3.254 4.896  O88 1.433, H130 1.102, C148 1.455, H222 1.107
264 H 3.788 -3.078 0.084  O141 0.999
265 H -4.100 3.006 -4.708  C122 1.127
266 C -2.188 0.043 4.502  N62 1.434, C94 1.503, H114 1.144, H154 1.093
267 H -5.684 5.511 -9.860  C190 1.106
268 H -3.443 5.727 4.929  C274 1.105
269 H 13.660 -2.568 -1.914  C119 1.105
270 H 6.685 -0.557 -1.930  C234 1.054
271 H 4.350 4.430 1.812  O68 0.928
272 H -5.281 0.702 0.600  C155 1.118
273 H -0.899 2.407 -4.095  C249 1.094
274 C -4.438 5.266 4.785  H20 1.098, N200 1.415, C243 1.549, H268 1.105
275 H -4.126 4.768 -4.870  C122 1.126
276 H -1.109 -0.891 9.425  C124 1.107

Results
Energy   -5345.17838 a.u.
Orbital gap   8.249 eV
Energy above the lowest of the compared OMol25 structures with the same formula, charge and spin   0.0 kcal/mol